{
  "formula": "C60H38BrCoN6O",
  "method": "ωB97M-V/def2-TZVPD",
  "gap_ev": [5.363, 5.429],
  "multiplicity": 2,
  "e_homo_ev": [-3.4, -3.4],
  "charge": -1,
  "elements": ["Co", "C", "C", "C", "C", "C", "C", "C", "C", "C", "C", "C", "N", "C", "C", "C", "C", "C", "C", "C", "C", "C", "C", "C", "C", "C", "N", "C", "C", "C", "C", "C", "C", "C", "C", "C", "C", "C", "C", "N", "C", "C", "N", "C", "C", "C", "C", "C", "C", "H", "H", "H", "H", "H", "H", "H", "H", "H", "H", "H", "H", "H", "H", "H", "H", "H", "H", "H", "H", "H", "H", "H", "H", "H", "H", "H", "H", "Br", "C", "C", "C", "C", "O", "C", "C", "N", "C", "C", "C", "C", "C", "C", "C", "C", "N", "C", "C", "H", "H", "H", "H", "H", "H", "H", "H", "H", "H"],
  "positions_angstrom": [[-0.068, -0.686, 0.240], [-6.078, 2.515, 4.762], [-6.188, 1.168, 4.447], [-5.128, 0.502, 3.844], [-3.945, 1.172, 3.534], [-3.842, 2.521, 3.874], [-4.897, 3.190, 4.475], [-2.785, 0.462, 2.928], [-1.632, 0.343, 3.814], [-1.546, 0.029, 5.176], [-0.213, -0.385, 5.506], [0.496, -0.265, 4.329], [-0.356, 0.195, 3.402], [2.953, -0.267, 3.072], [3.208, -0.275, 1.556], [4.369, 0.049, 0.824], [4.243, -0.619, -0.392], [3.007, -1.305, -0.339], [2.518, -2.390, -1.121], [3.421, -2.911, -2.183], [2.992, -2.964, -3.507], [3.827, -3.452, -4.504], [5.102, -3.899, -4.187], [5.540, -3.848, -2.869], [4.709, -3.351, -1.876], [1.318, -3.044, -0.930], [0.199, -2.567, -0.232], [-0.819, -3.373, -0.513], [-2.210, -3.039, -0.327], [-3.213, -3.893, -1.025], [-3.192, -4.057, -2.413], [-4.141, -4.833, -3.060], [-5.143, -5.465, -2.333], [-5.181, -5.311, -0.955], [-4.223, -4.538, -0.312], [-2.670, -1.933, 0.354], [-4.063, -1.447, 0.248], [-4.180, -0.396, 1.057], [-2.897, -0.245, 1.769], [-1.962, -1.116, 1.190], [-0.349, -4.522, -1.255], [0.958, -4.297, -1.536], [2.376, -1.031, 0.837], [3.766, -1.432, 3.667], [3.191, -2.590, 4.178], [3.983, -3.616, 4.685], [5.362, -3.501, 4.695], [5.948, -2.342, 4.199], [5.157, -1.325, 3.696], [-6.903, 3.034, 5.233], [-7.098, 0.629, 4.680], [-5.206, -0.553, 3.610], [-2.917, 3.043, 3.658], [-4.799, 4.240, 4.720], [-2.391, 0.046, 5.848], [0.137, -0.725, 6.466], [5.192, 0.670, 1.148], [4.946, -0.620, -1.212], [1.997, -2.608, -3.744], [3.480, -3.481, -5.529], [5.752, -4.284, -4.962], [6.532, -4.199, -2.613], [5.043, -3.310, -0.847], [-2.425, -3.548, -2.985], [-4.108, -4.935, -4.138], [-5.888, -6.069, -2.838], [-5.956, -5.799, -0.375], [-4.248, -4.425, 0.766], [-4.808, -1.853, -0.418], [-5.052, 0.220, 1.212], [-0.947, -5.372, -1.542], [1.627, -4.935, -2.090], [2.117, -2.717, 4.198], [3.508, -4.509, 5.071], [5.976, -4.304, 5.083], [7.025, -2.234, 4.200], [5.628, -0.434, 3.298], [-5.484, 1.208, -4.117], [-3.820, 0.680, -3.357], [-3.029, -0.277, -4.026], [-1.830, -0.669, -3.509], [-1.347, -0.163, -2.256], [-0.250, -0.581, -1.770], [-2.162, 0.832, -1.621], [-1.648, 1.570, -0.512], [-0.598, 1.239, 0.157], [0.051, 2.175, 0.977], [0.034, 3.535, 0.696], [0.784, 4.401, 1.469], [1.590, 3.894, 2.468], [1.652, 2.525, 2.748], [2.664, 2.143, 3.742], [3.300, 0.984, 3.838], [1.475, -0.566, 3.187], [0.541, 0.250, 2.287], [0.826, 1.661, 2.020], [-3.386, 1.236, -2.192], [-3.384, -0.699, -4.958], [-1.219, -1.409, -4.011], [-2.169, 2.495, -0.248], [-0.529, 3.900, -0.153], [0.776, 5.464, 1.261], [2.225, 4.559, 3.040], [2.976, 2.949, 4.398], [4.069, 0.891, 4.595], [1.302, -1.583, 2.844], [-3.981, 1.988, -1.688]],
  "atomic_forces_ev_per_a": [[-0.18, 0.37, -0.58], [0.00, -0.01, -0.01], [0.02, 0.01, 0.00], [-0.05, 0.03, -0.01], [0.04, -0.05, -0.08], [0.01, 0.04, 0.02], [0.01, -0.03, -0.01], [0.05, 0.20, 0.24], [-0.02, -0.14, -0.03], [0.07, -0.06, 0.04], [-0.16, -0.01, -0.10], [0.19, 0.00, 0.09], [-0.04, 0.26, -0.17], [0.03, 0.02, 0.06], [0.02, -0.04, 0.09], [-0.03, -0.04, -0.08], [0.00, 0.08, 0.00], [-0.07, -0.10, -0.08], [0.17, 0.14, 0.00], [0.01, -0.03, 0.02], [-0.01, 0.01, -0.03], [0.01, 0.01, 0.03], [0.00, 0.01, 0.02], [-0.02, 0.01, -0.01], [-0.01, -0.02, -0.02], [-0.12, -0.03, 0.09], [0.36, 0.20, 0.24], [-0.26, -0.01, -0.03], [0.12, -0.15, -0.10], [-0.02, -0.01, -0.03], [0.01, 0.04, -0.02], [-0.01, 0.00, 0.03], [0.02, 0.02, 0.02], [0.01, 0.00, -0.02], [0.02, -0.01, 0.01], [-0.19, 0.18, 0.11], [0.13, -0.19, -0.08], [0.06, 0.14, 0.12], [-0.03, -0.29, -0.23], [-0.05, 0.01, -0.04], [-0.06, 0.01, 0.00], [-0.01, 0.07, -0.03], [0.11, -0.13, 0.19], [0.01, 0.02, 0.00], [0.00, 0.00, 0.05], [0.00, 0.03, -0.01], [0.00, 0.02, -0.01], [-0.02, -0.01, 0.01], [0.01, -0.02, -0.03], [0.00, 0.00, 0.00], [0.00, 0.00, 0.00], [-0.01, 0.00, 0.02], [0.00, 0.00, 0.00], [0.00, 0.00, 0.00], [0.02, -0.01, 0.01], [-0.01, 0.00, 0.00], [0.02, -0.02, 0.00], [0.01, 0.01, 0.01], [0.00, -0.01, 0.00], [0.00, 0.00, 0.00], [0.00, 0.00, 0.00], [0.00, 0.00, 0.00], [0.00, 0.00, 0.00], [-0.01, -0.02, 0.02], [0.00, 0.00, 0.00], [0.00, 0.00, 0.00], [0.00, 0.00, 0.00], [-0.01, 0.00, -0.01], [-0.01, -0.02, 0.02], [0.00, -0.01, 0.00], [-0.01, 0.01, 0.00], [0.02, 0.00, 0.01], [0.02, -0.01, 0.00], [0.00, 0.00, 0.00], [0.00, 0.00, 0.01], [0.00, -0.01, 0.00], [0.00, 0.00, -0.01], [0.01, -0.01, 0.01], [0.04, -0.11, -0.10], [-0.13, 0.08, -0.02], [0.11, 0.04, 0.16], [-0.20, 0.03, 0.02], [-0.06, -0.07, 0.09], [0.01, 0.05, -0.02], [-0.13, -0.03, -0.05], [0.27, -0.23, 0.29], [-0.06, -0.20, -0.10], [0.01, 0.11, -0.02], [-0.01, -0.01, -0.01], [-0.02, 0.01, 0.00], [0.04, -0.04, 0.08], [-0.08, 0.04, -0.05], [-0.01, -0.08, 0.01], [-0.18, 0.07, -0.03], [0.05, -0.04, 0.11], [-0.01, -0.14, 0.01], [0.05, -0.02, 0.09], [-0.01, 0.00, 0.01], [0.01, 0.01, 0.00], [0.06, 0.03, -0.10], [0.02, 0.01, 0.00], [0.00, 0.00, 0.00], [-0.01, 0.00, 0.00], [0.01, 0.01, -0.01], [0.03, 0.02, -0.03], [0.00, 0.01, -0.05], [0.02, 0.01, 0.00]]
}



{
  "formula": "C21H30BrF13O7S2",
  "method": "ωB97M-V/def2-TZVPD",
  "gap_ev": 9.279,
  "e_homo_ev": -10.7,
  "elements": ["C", "C", "C", "C", "C", "C", "C", "C", "C", "C", "C", "C", "C", "O", "S", "O", "O", "O", "C", "Br", "S", "O", "O", "C", "F", "F", "C", "F", "F", "F", "H", "H", "H", "H", "H", "H", "H", "H", "H", "H", "H", "H", "H", "H", "H", "H", "H", "H", "H", "H", "H", "H", "H", "H", "H", "H", "C", "C", "C", "F", "F", "F", "F", "O", "C", "C", "F", "F", "F", "F", "H", "H", "H", "H"],
  "positions_angstrom": [[-2.386, 4.245, -1.432], [-2.100, 3.834, 0.132], [-0.566, 3.344, 0.448], [-0.033, 2.104, -0.482], [1.159, 1.189, 0.246], [0.738, -0.396, -0.084], [-0.421, -0.784, 1.010], [-0.718, -2.387, 1.174], [-1.277, -2.501, 2.719], [-2.639, -1.570, 2.991], [-1.427, -4.042, 3.275], [-2.034, -4.172, 4.792], [-0.931, -3.742, 5.947], [0.596, -3.101, 1.301], [0.605, -4.638, 0.488], [1.622, -4.843, -0.668], [0.860, -5.893, 1.407], [-1.068, -4.673, 0.139], [-1.443, -3.229, -0.028], [-0.933, -2.918, -1.939], [-3.309, -3.341, -0.127], [-4.010, -3.836, 1.162], [-3.620, -4.433, -1.225], [-4.169, -1.777, -0.710], [-5.056, -1.336, 0.417], [-3.237, -0.638, -0.978], [-5.036, -1.975, -2.118], [-6.115, -2.984, -2.015], [-5.643, -0.626, -2.403], [-4.044, -2.220, -3.190], [-2.403, 3.302, -2.161], [-3.501, 4.670, -1.469], [-1.702, 5.111, -1.844], [-2.267, 4.830, 0.768], [-2.937, 3.078, 0.515], [0.179, 4.263, 0.293], [-0.532, 2.976, 1.577], [0.433, 2.579, -1.471], [-0.972, 1.461, -0.794], [1.166, 1.423, 1.396], [2.172, 1.433, -0.299], [0.306, -0.357, -1.196], [1.702, -1.059, -0.039], [-1.393, -0.150, 0.728], [-0.060, -0.322, 2.050], [-0.438, -1.993, 3.400], [-3.019, -1.040, 1.993], [-2.477, -0.760, 3.826], [-3.532, -2.300, 3.296], [-0.317, -4.479, 3.324], [-2.021, -4.765, 2.572], [-2.331, -5.320, 4.933], [-3.012, -3.564, 4.995], [-1.271, -4.236, 6.962], [0.117, -4.140, 5.563], [-0.949, -2.577, 6.062], [4.442, 2.122, -3.926], [3.299, 2.539, -2.989], [2.838, 3.984, -3.144], [3.820, 4.869, -2.862], [1.822, 4.258, -2.280], [3.652, 2.267, -1.704], [2.235, 1.721, -3.261], [5.756, 2.151, -3.363], [6.413, 3.415, -3.405], [6.721, 3.970, -2.009], [5.589, 4.146, -1.281], [7.325, 5.186, -2.086], [5.689, 4.272, -4.165], [7.573, 3.206, -4.083], [4.275, 1.064, -4.166], [4.399, 2.631, -4.897], [2.472, 4.179, -4.156], [7.376, 3.295, -1.455]],
  "atomic_forces_ev_per_a": [[-1.32, -0.13, 0.01], [0.07, 1.04, 0.13], [0.02, -0.26, 0.07], [0.22, 0.93, -0.24], [-1.23, -0.25, -1.40], [0.18, 1.42, 0.03], [0.58, 0.86, -1.00], [0.32, 0.88, 1.88], [-0.95, 0.07, 1.17], [-0.81, -0.80, -0.66], [0.73, -0.39, 0.32], [0.14, -0.54, 0.38], [-0.76, -0.44, -0.83], [-0.70, -2.12, -2.46], [4.34, -6.08, 1.04], [-4.52, 2.67, 3.46], [-1.95, 5.71, -2.54], [1.41, 2.94, 0.51], [1.13, -0.73, -0.11], [-0.17, 0.63, 1.16], [-4.92, -8.58, 0.66], [3.06, 3.06, -3.68], [1.69, 4.97, 3.18], [-0.96, 4.34, 0.78], [2.81, -1.47, -3.94], [-2.69, -3.56, 0.92], [-0.74, 1.00, -1.46], [4.22, 3.83, -0.63], [1.88, -4.85, 0.91], [-3.89, 0.53, 3.61], [0.36, 2.09, 1.59], [2.38, -0.87, 0.05], [-1.13, -1.97, 0.92], [0.32, -2.16, -1.29], [1.99, 1.38, -0.94], [-1.67, -1.95, 0.54], [0.00, 0.97, -2.25], [-1.23, -1.24, 2.11], [1.92, 1.06, 0.65], [0.25, -0.57, -2.22], [-2.05, -0.51, 1.54], [1.02, -0.39, 2.54], [-2.08, 1.00, 0.03], [1.98, -1.76, 0.57], [-0.85, -1.50, -2.17], [-1.55, -1.22, -1.86], [0.93, -0.98, 2.24], [-0.23, -1.65, -1.74], [2.04, 1.75, -0.61], [-2.45, 0.85, -0.11], [0.96, 1.70, 1.21], [0.76, 2.51, -0.27], [1.80, -1.10, -0.68], [0.98, 1.06, -2.01], [-2.09, 0.95, 1.20], [0.30, -2.22, -0.16], [0.27, -0.97, -0.59], [0.54, -0.66, 0.45], [-0.61, 0.86, 0.23], [-0.54, -0.24, 0.03], [0.09, -0.30, -0.09], [-0.04, 0.36, -0.33], [0.05, 0.48, -0.24], [0.00, 1.88, 0.29], [-0.59, -1.32, -1.55], [0.07, 0.40, 0.91], [0.38, -0.28, -0.31], [-0.10, -0.39, -0.42], [0.86, 0.00, 0.34], [-0.26, 0.24, 0.71], [0.01, 0.21, 0.32], [-0.07, 0.13, 0.38], [0.07, -0.17, -0.04], [0.00, -0.12, -0.22]]
}



Question: Which formula does entry 2 have?
Answer: C21H30BrF13O7S2